(1)
92
Properties=species:S:1:pos:R:3:forces:R:3 method="wB97M-V/def2-TZVPD" energy_ha=-3260.5838 multiplicity=1 homo_ev=-7.21 charge=0 smiles="C=C[SiH2]CC(=O)F.CCOP(=O)(OCC)OCC.CCOP(=O)(OCC)OCC.CCOP(=O)(OCC)OCC" gap_ev=5.15
C 0.46233 5.20437 0.18085 2.01 -1.52 -0.35
C 1.51790 4.12618 0.03794 -1.47 0.92 1.12
Si 1.01628 2.67467 -1.18689 1.00 0.94 2.46
C 2.71737 1.85795 -1.70397 0.33 0.68 -1.37
C 3.41481 2.95473 -2.75040 5.96 2.30 2.36
O 4.57735 3.59172 -2.43649 -8.84 -4.32 -3.08
F 2.67060 3.18255 -4.02875 2.36 -0.58 3.89
H -0.35076 5.01895 1.00197 0.31 -0.12 -2.93
H 0.49916 6.11296 -0.56320 0.49 -0.76 2.87
H 2.56036 4.17275 0.58014 -1.25 0.99 -2.66
H 0.33139 3.33092 -2.29813 -0.02 -0.22 -0.33
H 0.15852 1.78739 -0.41362 -0.38 -0.72 -0.28
H 2.54267 0.84361 -2.26187 0.43 1.97 0.98
H 3.33358 1.72839 -0.70795 -0.84 0.40 -2.44
C -6.19167 4.31880 2.33744 -0.24 -0.03 -0.16
C -4.82804 4.61936 2.92509 -0.35 0.29 0.07
O -4.27117 3.45579 3.51126 -0.13 -0.11 -0.89
P -3.51329 2.37647 2.50924 0.76 1.42 9.74
O -2.22018 3.21690 2.37218 -1.72 -1.36 -4.08
O -2.90893 1.39375 3.70912 -0.20 -0.74 -1.44
C -1.55088 0.98007 3.66688 0.54 0.03 0.33
C -0.73430 1.78027 4.66485 0.07 0.20 0.11
O -4.95815 1.43741 2.66238 1.49 1.48 -3.25
C -4.99443 0.23454 1.91083 -0.43 -1.00 -0.15
C -4.63321 -0.95379 2.78225 0.39 -0.24 0.09
H -6.10540 3.63394 1.48799 -0.06 0.09 0.02
H -6.67526 5.23664 1.99215 0.04 -0.06 0.00
H -6.83645 3.83382 3.07785 0.14 0.13 -0.08
H -4.15490 5.02468 2.16372 0.05 0.07 0.05
H -4.92536 5.36817 3.71673 0.13 -0.15 -0.02
H -1.14300 1.05729 2.65439 0.02 0.12 0.17
H -1.51779 -0.07889 3.94385 -0.16 0.03 -0.04
H -0.79609 2.85420 4.46757 0.01 -0.16 -0.14
H 0.31731 1.48147 4.63432 -0.09 0.02 0.00
H -1.11405 1.62555 5.67998 0.04 -0.10 -0.12
H -4.33268 0.30272 1.04082 -0.12 -0.17 -0.02
H -6.01856 0.11623 1.54419 0.11 0.11 -0.08
H -3.55575 -0.99466 2.95839 -0.13 0.00 0.04
H -4.92174 -1.89117 2.29768 -0.06 0.12 0.03
H -5.11870 -0.89008 3.76178 -0.04 0.04 -0.24
C 1.40475 3.36994 -6.61510 0.09 0.33 -0.05
C 0.85403 2.05670 -6.09813 -0.08 0.39 0.20
O 0.52834 1.19519 -7.17485 0.87 0.13 -0.07
P 1.75672 0.31939 -7.85852 -9.78 -1.33 0.04
O 1.81239 -0.73013 -6.72157 4.15 1.78 -1.09
O 0.79836 -0.60974 -8.85298 1.52 0.12 -0.56
C 0.99768 -2.01458 -8.91566 -0.31 -0.51 0.13
C -0.08088 -2.72684 -8.12040 -0.16 -0.04 0.18
O 1.69451 1.49207 -9.12889 3.02 -0.79 2.26
C 2.65273 1.33243 -10.16300 0.28 0.21 -0.99
C 2.04016 0.62592 -11.35782 -0.02 -0.43 -0.16
H 2.37016 3.21830 -7.10807 -0.03 0.08 0.09
H 1.54417 4.08055 -5.79587 -0.01 -0.09 -0.17
H 0.73005 3.81007 -7.35686 0.04 -0.13 0.14
H 1.56577 1.57326 -5.42225 -0.11 -0.02 0.00
H -0.06720 2.23934 -5.53702 0.03 -0.14 -0.10
H 2.00077 -2.28944 -8.57547 -0.19 0.00 0.10
H 0.92455 -2.31355 -9.96661 -0.01 0.16 0.00
H -0.09040 -2.40479 -7.07529 0.18 -0.03 -0.13
H 0.06732 -3.81005 -8.14870 -0.02 0.07 -0.03
H -1.07050 -2.49698 -8.52840 0.16 -0.06 -0.06
H 3.53291 0.79507 -9.79423 0.05 0.08 -0.19
H 2.97313 2.33535 -10.46095 0.06 -0.08 0.14
H 1.93935 -0.44519 -11.16761 -0.05 0.13 -0.02
H 2.67219 0.74342 -12.24297 -0.05 0.09 0.09
H 1.03862 1.01111 -11.57637 0.22 0.07 0.07
C 0.72145 -0.96481 7.44262 -0.09 0.08 0.26
C 0.87047 -1.23660 5.95969 0.09 0.41 0.19
O 1.60538 -2.42856 5.74348 -0.76 -0.17 0.45
P 0.78797 -3.86563 5.84367 8.49 2.33 -4.44
O 0.12965 -3.73476 4.44842 -3.01 -1.01 3.40
O 2.03537 -4.83222 5.31413 -1.09 -0.79 0.93
C 1.79255 -5.81959 4.32248 0.18 -0.14 -0.59
C 2.31567 -5.34457 2.97944 0.06 0.16 -0.17
O 1.52356 -4.01187 7.40265 -3.77 0.14 -0.77
C 1.15860 -5.16040 8.15146 0.24 -0.68 0.79
C 2.21210 -6.24422 8.01935 0.06 -0.38 -0.26
H 0.09526 -1.72782 7.91564 0.01 0.11 0.01
H 0.26136 0.01237 7.61277 0.01 -0.07 -0.01
H 1.69504 -0.99163 7.94317 -0.14 0.04 -0.15
H -0.10757 -1.29571 5.47282 0.01 0.05 -0.08
H 1.42782 -0.42066 5.49017 0.00 -0.20 -0.04
H 0.73138 -6.08243 4.27453 0.12 0.14 -0.11
H 2.33227 -6.72570 4.61724 0.02 0.10 0.12
H 1.85294 -4.40083 2.67730 -0.10 -0.17 0.10
H 2.12380 -6.08990 2.20241 0.04 0.04 0.06
H 3.39389 -5.16227 3.03266 -0.12 -0.13 0.04
H 0.17378 -5.52622 7.84199 0.05 -0.10 0.18
H 1.08712 -4.85114 9.19862 -0.13 0.03 -0.11
H 2.13676 -6.74496 7.05125 0.07 0.08 0.09
H 2.08268 -7.00638 8.79337 0.01 0.14 0.00
H 3.22213 -5.82693 8.08972 -0.23 0.02 0.10

=====

(2)
45
Properties=species:S:1:pos:R:3:forces:R:3 method="wB97M-V/def2-TZVPD" energy_ha=-3325.7588 multiplicity=3 homo_ev="-4.00 / -5.22" s_squared=2.01 charge=-1 gap_ev="5.92 / 7.13"
Ti -0.46766 0.35475 -0.52442 0.55 0.13 -0.32
O -3.78349 -4.08775 1.95654 0.02 0.03 -0.02
C -3.19191 -3.02925 1.34515 0.00 0.02 0.02
C -3.14695 -1.76942 1.93959 -0.10 -0.03 -0.06
C -2.51912 -0.75900 1.24577 0.08 -0.04 -0.08
N -2.00504 -0.96285 0.04002 0.10 -0.19 0.22
C -1.97298 -2.17720 -0.49900 -0.07 0.13 0.13
C -2.57188 -3.25295 0.11794 -0.09 -0.03 -0.04
C -1.05143 -2.24969 -1.70190 0.21 -0.20 -0.16
O -0.93809 -3.28788 -2.32318 -0.05 0.07 -0.03
O -0.39402 -1.14655 -1.89495 -0.13 0.16 0.35
C -2.16769 0.61089 1.80262 -0.22 0.10 0.12
O -2.76973 1.05786 2.75372 0.12 -0.01 0.02
O -1.19332 1.16205 1.14166 -0.05 -0.17 -0.24
H -4.15598 -3.79473 2.79501 -0.01 -0.02 0.01
H -3.54896 -1.57546 2.92634 0.00 0.02 -0.01
H -2.52232 -4.23927 -0.31983 0.00 0.01 -0.02
N 3.45191 -0.59480 -0.04348 -0.05 -0.02 -0.02
C 2.98173 0.35053 1.05371 -0.13 0.05 0.03
C 4.11966 0.67806 1.99896 0.03 0.00 0.01
P 2.39939 1.82265 0.09482 0.22 0.01 -0.22
O 3.80612 2.01983 -0.74233 -0.16 0.04 0.00
O 2.11113 2.99202 0.92870 0.04 0.03 0.03
O 1.43226 1.24413 -0.91624 -0.40 0.03 0.18
P 1.63071 -0.63764 1.85513 0.13 -0.28 -0.10
O 2.55892 -1.97725 2.12116 -0.17 0.03 0.00
O 1.14832 -0.09277 3.12637 0.05 0.03 0.08
O 0.75442 -1.01102 0.68206 -0.18 0.29 0.00
H 4.15788 -0.13580 -0.62242 0.01 -0.02 -0.01
H 2.62288 -0.80952 -0.61718 0.04 -0.01 -0.03
H 3.79455 -1.46308 0.37271 0.01 0.00 -0.01
H 4.93757 1.17719 1.47641 0.01 0.00 0.00
H 4.49173 -0.22177 2.49249 0.01 0.00 0.00
H 3.73949 1.35381 2.76294 -0.02 0.00 -0.01
H 4.00615 2.95947 -0.81677 0.03 0.00 0.04
H 2.44056 -2.25569 3.03618 0.05 0.03 0.01
N -1.53004 3.73012 -2.54911 -0.04 -0.02 0.00
C -1.60899 2.37361 -2.71035 0.08 0.07 0.03
O -1.47955 1.65557 -1.67092 0.08 -0.19 0.10
C -1.83976 1.84886 -3.99338 0.04 -0.06 -0.05
I -4.52494 2.61632 -4.37375 -0.01 0.01 0.00
H -1.58155 4.03056 -1.58797 0.00 -0.01 0.00
H -2.09214 4.26397 -3.19597 0.01 0.00 0.01
H -1.90110 0.77825 -4.10233 0.00 0.00 0.02
H -1.62674 2.45084 -4.86053 -0.01 0.01 0.01

=====

(3)
65
Properties=species:S:1:pos:R:3:forces:R:3 method="wB97M-V/def2-TZVPD" energy_ha=-8544.8543 multiplicity=1 homo_ev=-7.29 charge=0 gap_ev=7.02
Zn -5.84073 -12.67178 14.34511 0.47 0.12 -0.06
C -2.19246 -10.38058 16.50139 0.32 1.28 -1.84
O -2.91528 -9.36280 15.74355 0.37 -0.26 0.79
C -3.05344 -9.57177 14.40976 -0.72 -0.48 -0.50
C -2.60466 -8.61636 13.53385 0.09 -0.99 0.50
C -2.75888 -8.77802 12.18045 -0.15 0.09 -1.57
C -3.43940 -9.84583 11.65846 -0.23 -0.58 0.51
C -3.98495 -10.82531 12.51955 0.52 0.78 -0.55
C -4.58769 -11.96607 11.88001 -0.79 -0.08 -0.49
N -5.31205 -12.85151 12.46261 1.29 1.33 -0.54
N -5.73379 -13.93990 11.76397 -0.84 -0.86 0.59
C -6.24594 -14.75697 12.66465 -0.51 -0.13 0.92
O -6.23438 -14.58803 13.96820 -0.09 0.08 -0.84
C -7.04647 -15.92930 12.22294 0.34 -0.06 -1.00
C -6.86415 -16.49305 10.95976 0.06 -0.66 -0.56
C -7.58228 -17.62269 10.51356 0.44 1.24 1.80
C -8.53340 -18.13653 11.38438 -1.89 -0.93 0.04
C -8.83403 -17.52455 12.60347 1.14 0.73 0.03
C -8.03355 -16.43159 13.03290 -1.37 -1.57 0.07
C -3.81168 -10.67295 13.90445 -0.68 -1.14 1.32
O -4.35287 -11.53431 14.77382 0.56 0.83 -0.06
H -2.14647 -9.99640 17.48654 -0.01 0.21 1.01
H -1.16894 -10.46575 16.09318 -0.37 -0.09 0.15
H -2.72487 -11.29110 16.42241 -0.39 -1.04 0.11
H -2.05101 -7.81478 13.92618 0.56 1.05 0.46
H -2.31194 -8.09479 11.48174 0.08 0.43 -0.02
H -3.57438 -9.98212 10.59185 0.15 0.11 -0.03
H -4.48950 -12.02857 10.78922 0.28 -0.21 0.19
H -6.09616 -16.05763 10.33952 0.08 0.01 -0.18
H -7.34024 -18.09639 9.59578 0.06 -0.24 -0.72
H -9.19660 -19.00992 11.12373 1.04 0.88 0.00
H -9.63942 -17.91432 13.23472 0.40 0.18 -0.23
H -8.19595 -16.03763 14.01498 0.00 0.32 0.28
Se -6.79947 -9.21174 14.98542 0.21 -0.21 -0.12
Se -8.38694 -8.07485 13.71001 0.16 -0.27 0.14
C -8.17176 -9.22967 12.16467 0.35 1.04 0.00
C -7.68481 -8.69276 10.98280 -0.86 -0.82 0.28
C -7.63790 -9.58813 9.92645 0.04 0.12 -1.03
C -8.00539 -10.91540 10.07620 0.69 0.97 1.10
C -8.28716 -11.35770 11.36580 -0.05 1.08 0.00
N -8.43469 -10.48346 12.36183 -0.29 -1.87 0.37
C -7.85813 -10.72335 15.59358 1.08 0.79 -0.10
C -8.90958 -10.43660 16.41603 -1.85 0.98 1.31
C -9.76964 -11.46961 16.83338 0.70 -0.07 -0.82
C -9.41462 -12.75248 16.43711 0.21 1.32 0.43
C -8.25917 -12.94432 15.71941 -0.55 -0.73 -0.13
N -7.48399 -11.96826 15.27952 -0.32 0.47 0.05
H -7.51329 -7.64733 10.93627 0.46 0.62 -0.33
H -7.31907 -9.26641 8.92956 -0.09 0.05 0.36
H -7.90920 -11.61749 9.30448 -0.07 -0.54 -0.85
H -8.08412 -13.15719 10.90614 0.05 -0.37 -0.25
H -9.07519 -9.37116 16.75053 0.12 -1.40 -0.62
H -10.70406 -11.35054 17.37303 0.33 0.42 0.15
H -9.98562 -13.56599 16.77190 -0.65 -1.10 0.12
H -7.99376 -13.93466 15.41325 0.35 -0.46 -0.07
C -7.78866 -12.79809 7.25677 0.88 -0.33 -0.72
S -7.81467 -14.02335 8.54243 -0.29 -0.87 0.08
C -9.26673 -15.02841 8.07617 -0.10 0.64 -0.63
O -8.42268 -12.64737 11.65305 -0.33 0.00 0.62
H -7.58103 -13.23799 6.28187 0.28 -0.08 0.06
H -7.02652 -12.06938 7.50254 0.46 -0.08 -0.04
H -8.66383 -12.23034 7.12985 -1.56 0.57 0.21
H -9.18268 -15.52787 7.08976 0.28 0.23 0.63
H -10.16136 -14.39631 8.04572 0.16 -0.07 0.08
H -9.38848 -15.74924 8.86849 0.01 -0.35 0.17

=====

(4)
18
Properties=species:S:1:pos:R:3:forces:R:3 method="wB97M-V/def2-TZVPD" energy_ha=-476.2890 multiplicity=1 homo_ev="-8.66 / -8.66" charge=0 gap_ev="8.57 / 8.57"
C -0.39160 1.20609 -1.03688 -1.88 -0.62 0.73
C -1.26000 0.74749 -0.05019 -0.16 1.09 -2.30
C 0.05686 0.37313 -2.18246 0.09 -0.02 0.06
C 0.19337 -1.62708 0.86410 -0.47 -0.17 -0.97
C 0.09948 -0.13628 1.19355 3.30 0.69 1.39
O 1.13765 -2.24950 1.57505 0.01 0.27 0.25
O 1.25680 0.50612 0.44355 -0.65 -0.49 0.89
N -0.13659 0.14245 2.42192 -0.86 -0.05 -1.00
O -0.46493 -2.18115 0.02012 0.04 0.05 0.22
H 1.15320 -3.18369 1.31012 -0.14 0.18 -0.10
H 1.70699 1.13827 1.02693 -0.26 -0.41 0.18
H -0.09976 2.25347 -1.05619 0.17 -0.15 0.26
H -0.12294 1.13972 2.62471 0.39 -0.02 0.01
H -1.75198 1.48997 0.56300 0.19 -0.06 0.31
H -1.85068 -0.13381 -0.26415 0.21 -0.26 0.15
H 1.10248 0.56329 -2.42357 -0.02 -0.02 -0.04
H -0.54672 0.63714 -3.05835 0.06 -0.01 0.01
H -0.08162 -0.68566 -1.97125 -0.03 0.01 -0.05

=====

ΔE to the lowest compared entry with this formula, charge and spin
In order: 1132.3 78.9 0.0 407.3
Unit: kJ/mol
Largest force on an atom
In order: 10.3 0.6 2.5 3.6
Unit: eV/A